Record 1
The following is a quantum chemistry calculation of an isolated molecule of C6H11N, from the OMol25 dataset.

Results
ΔE to the lowest compared entry with this formula, charge and spin	7.415	eV
gap between HOMO and LUMO	4.3	eV

Each line ends with the natural charge from an NBO analysis.
Cartesian coordinates (Å):
C (-1.3041, 0.8393, 0.6747)  -0.60
N (0.7652, -2.0180, 0.4337)  -0.80
C (0.7643, -0.5873, 0.1483)  0.28
C (-0.6124, -0.0381, -0.3932)  -0.38
C (-1.8433, -0.7896, -0.6425)  -0.50
C (1.8269, 1.6366, -0.3352)  -0.35
C (1.8568, 0.2194, 0.1237)  -0.32
H (-1.5840, 0.1060, 1.4225)  0.19
H (-0.6357, 1.5281, 1.2819)  0.20
H (-2.2106, 1.3604, 0.3949)  0.22
H (-0.2981, -2.0868, 0.3856)  0.37
H (0.9579, -2.6361, -0.3193)  0.38
H (-2.3497, -1.1619, 0.2055)  0.19
H (-2.0496, -1.1018, -1.6726)  0.19
H (-0.0124, 0.5691, -1.1358)  0.27
H (2.6865, 2.1622, 0.0187)  0.19
H (1.2262, 2.2161, -1.0877)  0.22
H (2.8162, -0.2176, 0.4968)  0.25

Record 2
The following is a quantum chemistry calculation of a cluster of 12 separate species, C45H125N11O12 in total, from the OMol25 dataset.

Results
net charge	-1
gap between HOMO and LUMO (alpha / beta)	1.6 / 9.0	eV
spin multiplicity	2

Each line ends with the Mulliken spin population.
Cartesian coordinates (Å):
C (3.3603, -22.1777, -6.6810)  0.60
O (2.5554, -21.9719, -5.5668)  -0.41
H (3.1125, -23.0380, -7.3028)  -0.07
H (3.1815, -21.3169, -7.3254)  0.02
H (4.4311, -22.2218, -6.4822)  -0.01
H (1.8117, -22.5766, -5.5145)  0.08
C (-3.9592, -19.8412, 0.1807)  0.02
C (-4.8381, -18.5642, 0.3581)  0.00
C (-3.9745, -17.2698, 0.2988)  -0.06
O (-4.4880, -16.1451, 0.9531)  0.00
C (-5.4352, -15.3653, 0.2098)  0.00
N (-5.8549, -18.5905, -0.5978)  0.00
H (-3.2997, -19.7349, 1.0420)  0.00
H (-3.2423, -19.8106, -0.6398)  0.00
H (-4.5072, -20.7822, 0.2288)  -0.01
H (-5.2617, -18.4322, 1.3537)  0.00
H (-3.4758, -17.0890, -0.6534)  0.01
H (-3.0347, -17.5263, 0.7878)  0.04
H (-5.5886, -14.4828, 0.8310)  0.00
H (-6.3516, -15.9452, 0.0998)  0.00
H (-5.0183, -15.2108, -0.7854)  0.00
H (-6.3535, -19.4682, -0.5612)  0.00
H (-5.4701, -18.4660, -1.5232)  0.00
C (1.7094, -22.5274, -1.5491)  0.22
C (1.9127, -23.9915, -2.0221)  -0.19
C (3.3333, -24.6546, -2.2591)  0.13
O (3.1107, -25.9828, -2.8485)  -0.20
C (4.3342, -26.7326, -2.9793)  0.19
N (1.1403, -24.7846, -1.1142)  0.03
H (0.6850, -22.3080, -1.8499)  0.10
H (2.3559, -21.8004, -2.0408)  0.02
H (1.8919, -22.4609, -0.4765)  -0.08
H (1.4169, -23.9540, -2.9921)  0.06
H (3.6823, -24.7152, -1.2283)  0.01
H (3.9405, -24.0549, -2.9371)  0.18
H (4.0645, -27.7256, -3.3389)  -0.02
H (4.7425, -26.9038, -1.9833)  0.00
H (5.1510, -26.2422, -3.5089)  -0.06
H (1.3630, -24.4673, -0.1816)  -0.04
H (1.5145, -25.7044, -1.2985)  0.00
C (6.2229, -19.9950, -5.4783)  0.38
C (7.2723, -19.3668, -4.5064)  -0.38
C (6.9633, -19.6988, -3.0404)  0.51
O (5.9822, -19.0046, -2.3844)  -0.94
C (5.8204, -19.3114, -0.9858)  1.51
N (8.6432, -19.7019, -4.8758)  0.02
H (5.2977, -19.4479, -5.2969)  -0.05
H (6.0421, -21.0511, -5.2778)  -0.10
H (6.3638, -19.7078, -6.5203)  0.01
H (7.2606, -18.3046, -4.7507)  -0.02
H (7.8708, -19.5324, -2.4600)  0.12
H (7.0165, -20.7872, -3.0150)  0.00
H (6.6404, -18.8615, -0.4261)  -0.12
H (5.6557, -20.3887, -0.9674)  0.02
H (4.9547, -18.9078, -0.4605)  -0.26
H (8.9217, -19.5349, -5.8321)  -0.04
H (8.6375, -20.7114, -4.9087)  -0.04
C (0.2930, -19.1347, -5.7502)  -0.46
C (1.2802, -18.4753, -4.6884)  0.50
C (1.5451, -19.2335, -3.3726)  -0.94
O (0.3269, -19.2574, -2.6827)  0.12
C (0.0114, -18.2021, -1.7675)  0.07
N (2.5223, -18.3396, -5.4630)  -0.07
H (0.2032, -18.3483, -6.4996)  -0.06
H (-0.6669, -19.3589, -5.2849)  0.02
H (0.7011, -19.9367, -6.3653)  0.11
H (0.8598, -17.4906, -4.4840)  0.04
H (2.4046, -18.9398, -2.7701)  0.07
H (1.9096, -20.2510, -3.5145)  0.13
H (-1.0048, -18.2476, -1.3760)  -0.03
H (-0.0335, -17.2682, -2.3277)  -0.02
H (0.7277, -18.2287, -0.9464)  0.03
H (3.2449, -18.1106, -4.7955)  0.02
H (2.7690, -19.2672, -5.7771)  0.02
C (0.8760, -12.3854, 0.6237)  0.02
C (0.4015, -13.8829, 0.2077)  -0.06
C (1.0094, -14.9321, 1.1120)  -0.14
O (0.6669, -14.7141, 2.4410)  -0.10
C (1.7009, -15.2269, 3.3116)  0.28
N (-0.9881, -13.9322, 0.4141)  -0.02
H (1.8614, -12.1587, 0.2166)  0.02
H (0.9226, -12.2910, 1.7087)  0.00
H (0.2699, -11.5411, 0.2951)  0.00
H (0.6241, -14.1294, -0.8305)  0.00
H (2.0774, -14.9294, 0.8940)  0.03
H (0.5632, -15.8841, 0.8244)  0.08
H (1.5199, -15.0846, 4.3770)  -0.03
H (2.6343, -14.7280, 3.0511)  -0.04
H (1.8361, -16.3074, 3.2636)  0.01
H (-1.3126, -13.1289, -0.1051)  0.00
H (-1.2851, -13.6689, 1.3428)  0.01
C (-7.4096, -18.0918, -3.3333)  0.00
C (-6.6777, -18.3326, -4.6101)  0.00
C (-5.3457, -19.0433, -4.2996)  0.01
O (-4.3060, -18.3006, -3.6781)  -0.20
C (-3.0314, -18.9805, -3.8347)  0.30
N (-7.5421, -19.1685, -5.4502)  0.00
H (-8.3746, -17.6479, -3.5777)  0.00
H (-6.8661, -17.4683, -2.6234)  0.00
H (-7.7011, -18.9376, -2.7106)  0.00
H (-6.5057, -17.3557, -5.0617)  0.00
H (-4.8939, -19.2632, -5.2668)  0.02
H (-5.3702, -20.0410, -3.8613)  0.00
H (-2.7621, -18.9770, -4.8909)  -0.01
H (-3.0905, -20.0233, -3.5231)  0.00
H (-2.2287, -18.4521, -3.3203)  -0.01
H (-8.2941, -18.5819, -5.7827)  0.00
H (-7.0110, -19.1006, -6.3066)  0.00
C (3.7498, -15.5338, -7.2457)  -0.05
C (3.9329, -15.5105, -8.7510)  -0.04
C (5.3956, -15.1960, -9.2269)  0.04
O (5.7411, -13.8392, -9.2290)  -0.03
C (7.0114, -13.6287, -9.7998)  0.02
N (3.5756, -16.8556, -9.2414)  0.01
H (4.5603, -16.1190, -6.8112)  0.06
H (2.8129, -16.0284, -6.9898)  0.03
H (3.8113, -14.5090, -6.8796)  0.02
H (3.3887, -14.7006, -9.2368)  0.01
H (5.2433, -15.4849, -10.2668)  0.01
H (6.1085, -15.8925, -8.7856)  0.02
H (6.9497, -13.7585, -10.8802)  0.00
H (7.9515, -14.0572, -9.4524)  -0.01
H (7.1071, -12.5868, -9.4939)  0.00
H (4.2966, -17.5493, -9.1036)  -0.02
H (2.8407, -17.2229, -8.6539)  -0.01
C (2.7501, -15.6235, -2.4675)  0.01
C (3.9191, -15.2030, -3.3931)  -0.40
C (4.7243, -13.9818, -2.9324)  0.22
O (3.8727, -12.9999, -3.2404)  -0.04
C (4.4309, -11.6883, -3.1431)  0.05
N (4.6928, -16.4392, -3.5682)  -0.16
H (3.1408, -16.2142, -1.6388)  0.01
H (2.0105, -16.2813, -2.9240)  -0.01
H (2.2870, -14.8230, -1.8907)  0.07
H (3.5001, -15.0364, -4.3854)  0.06
H (5.5680, -13.8686, -3.6132)  0.03
H (4.9553, -13.9467, -1.8677)  -0.01
H (3.7029, -11.0471, -3.6400)  -0.01
H (5.3608, -11.7898, -3.7026)  0.01
H (4.7154, -11.4760, -2.1125)  0.00
H (5.1026, -16.5043, -4.4891)  0.01
H (5.4651, -16.5883, -2.9347)  0.07
C (0.0362, -18.6706, 5.1573)  0.02
C (-0.7979, -19.7091, 4.4511)  -0.07
C (-0.5348, -19.5577, 2.8667)  0.35
O (-1.2055, -20.6211, 2.1872)  -0.05
C (-0.8260, -20.6183, 0.8192)  -0.09
N (-0.3145, -21.0457, 4.7990)  0.02
H (-0.4305, -17.6871, 5.2117)  0.00
H (1.0089, -18.4910, 4.6994)  -0.01
H (0.1160, -18.9095, 6.2179)  -0.02
H (-1.8628, -19.8041, 4.6637)  -0.01
H (0.5247, -19.4398, 2.6393)  -0.06
H (-0.9051, -18.5712, 2.5875)  0.00
H (-1.0334, -19.7095, 0.2542)  0.02
H (-1.1668, -21.4872, 0.2563)  -0.02
H (0.2555, -20.6506, 0.6868)  -0.03
H (-0.8823, -21.7095, 4.2920)  0.00
H (0.5108, -21.1327, 4.2233)  -0.02
C (-7.0272, -14.5222, -4.1053)  0.00
C (-5.6115, -13.9013, -3.8088)  0.00
C (-4.5331, -15.0028, -3.9242)  0.00
O (-3.2098, -14.5078, -3.4983)  -0.01
C (-2.2683, -15.5569, -3.1730)  -0.01
N (-5.2138, -12.7323, -4.5927)  0.00
H (-7.8150, -13.7723, -4.0353)  0.00
H (-7.4188, -15.2470, -3.3916)  0.00
H (-7.0187, -14.8577, -5.1424)  0.00
H (-5.5046, -13.5788, -2.7731)  0.00
H (-4.4716, -15.4707, -4.9067)  0.00
H (-4.7719, -15.8554, -3.2885)  0.00
H (-1.2547, -15.1788, -3.0399)  0.02
H (-2.3155, -16.0380, -4.1499)  0.00
H (-2.5412, -16.2429, -2.3711)  0.01
H (-4.2852, -12.4984, -4.2717)  0.00
H (-5.0157, -13.0271, -5.5382)  0.00
C (-2.4392, -20.7411, -7.6893)  0.07
C (-3.3635, -19.8131, -8.4287)  -0.05
C (-2.9689, -19.4057, -9.9033)  0.03
O (-1.7587, -18.7250, -9.8977)  -0.06
C (-0.6891, -19.3335, -10.5552)  0.08
N (-4.6615, -20.5257, -8.4157)  0.00
H (-1.4297, -20.3301, -7.6785)  -0.01
H (-2.3225, -21.7131, -8.1686)  -0.01
H (-2.8305, -20.7308, -6.6720)  0.03
H (-3.4951, -18.9872, -7.7297)  0.00
H (-3.6945, -18.7158, -10.3341)  0.00
H (-2.9538, -20.2916, -10.5381)  0.01
H (-0.3525, -20.2249, -10.0260)  0.00
H (0.1970, -18.6988, -10.5564)  0.02
H (-0.9698, -19.8622, -11.4661)  -0.01
H (-4.4530, -21.1252, -7.6301)  0.00
H (-4.6327, -21.1767, -9.1874)  -0.01

Calculated max |F|, 4.67; 4.35 eV/A (same order as the records).
Calculated calculated total energy, -289.6992; -3294.1871 Eh (same order as the records).